{
  "formula": "C4H8N2O",
  "method": "ωB97M-V with the def2-TZVPD basis set",
  "species": ["C", "N", "C", "C", "N", "C", "O", "H", "H", "H", "H", "H", "H", "H", "H"],
  "positions_angstrom": [[1.8473, -0.0735, -1.1045], [0.6335, -0.7365, -0.6511], [-0.4452, 0.1626, -0.3313], [-0.1861, 1.2682, 0.6520], [-0.3093, 2.0605, 1.4907], [-1.5649, -0.5662, 0.4607], [-1.2415, -0.4735, 1.8337], [2.2489, 0.6478, -0.3730], [2.6122, -0.8248, -1.3221], [1.6421, 0.4674, -2.0352], [0.8239, -1.3211, 0.1570], [-0.7693, 0.6619, -1.2538], [-1.5707, -1.6250, 0.1704], [-2.5526, -0.1427, 0.2260], [-1.1682, 0.4949, 2.0802]],
  "lowdin_charge": [-0.1212, -0.0887, -0.3169, -0.1687, 0.1722, -0.2082, -0.1017, 0.0801, 0.0822, 0.0837, 0.1194, 0.1515, 0.1295, 0.1246, 0.0621],
  "charge": 0,
  "gap_ev": 10.80,
  "smiles": "CN[C@H](C#N)CO",
  "e_lumo_ha": 0.0325
}